(1)
Entry from the Open Molecules 2025 dataset: a 2-piece molecular cluster, C25H22F4N overall (ωB97M-V/def2-TZVPD).

Gap between HOMO and LUMO, Eh: 0.1420
Max |F|, hartree/bohr: 0.0394
Energy above the lowest of the compared OMol25 structures with the same formula, charge and spin, kJ/mol: 6.7

```
! RIJCOSX wB97M-V def2-TZVPD def2/J DEFGRID3
* xyz 1 1
C 0.990 0.260 -2.593
H -2.333 -4.061 -2.202
H -0.433 2.299 -1.963
H 1.158 -3.643 -0.004
F 3.557 -2.914 -1.798
C -1.374 -3.559 -2.037
H -1.378 -1.405 -1.649
H 3.270 -0.805 -0.271
C 1.160 3.229 0.935
N -0.640 -2.539 -0.025
H 1.927 2.901 1.634
H -1.028 5.819 0.446
C -0.385 -1.596 0.881
F -1.787 4.484 -1.690
H -0.796 -5.463 -1.134
C -1.576 -2.344 -1.109
H 0.410 -0.666 3.191
H -2.582 3.311 3.220
C 2.746 -1.833 -2.087
F 0.251 -0.901 -4.534
H 0.366 -1.870 1.624
C -0.509 4.883 0.269
C 0.863 2.403 -0.198
H -2.514 1.823 1.228
C -1.883 1.623 2.097
C -0.358 -4.486 -1.353
H -0.988 -3.207 -3.002
C -0.142 2.875 -1.094
H 0.355 0.816 5.170
C -1.031 0.490 2.062
C 1.116 -0.818 -3.457
C -0.266 1.051 4.305
C 0.463 4.401 1.149
C -1.914 2.449 3.208
H 2.140 -2.657 -4.011
C 0.069 -3.807 -0.047
C 1.566 1.176 -0.295
C -0.793 4.072 -0.827
C 2.025 -1.859 -3.284
F 0.727 5.131 2.288
H 2.189 0.950 0.577
H -0.185 -4.417 0.835
H -2.616 -2.290 -0.744
C 2.653 -0.810 -1.168
H 0.525 -4.631 -1.984
H 0.341 1.083 -2.862
C 1.711 0.254 -1.360
C -0.999 -0.362 0.904
C -0.232 0.214 3.199
H -1.585 -0.043 0.034
C -1.108 2.170 4.322
H -1.146 2.816 5.201
*
```

Results of the natural (NBO) charge analysis, in e, for atoms 1 through 6: atom 1 (C): -0.23, atom 2 (H): 0.23, atom 3 (H): 0.22, atom 4 (H): 0.20, atom 5 (F): -0.31, atom 6 (C): -0.41

(2)
Entry from the Open Molecules 2025 dataset: C25H22FN5O5S as an isolated structure (ωB97M-V/def2-TZVPD).

Gap between HOMO and LUMO, Eh: 0.2737
Max |F|, hartree/bohr: 0.3283

```
! RIJCOSX wB97M-V def2-TZVPD def2/J DEFGRID3
* xyz 0 1
C 3.615 1.253 1.493
H 3.928 -0.750 0.800
C -4.084 -2.279 1.982
N 0.084 2.235 3.239
H -2.856 -1.681 -5.280
H 4.281 -0.966 -1.728
C -1.741 -3.576 -2.047
O 0.815 -0.315 -2.676
C -3.698 -2.164 0.690
H 0.199 3.120 -0.590
C 0.122 0.388 1.670
H 0.570 4.338 3.890
H -0.906 -1.044 -3.580
H 3.802 0.965 2.584
N -0.471 -1.039 -0.417
C -1.937 -0.317 -0.497
H 0.460 -2.779 -0.856
H -2.133 -0.721 -1.341
C -2.688 -1.068 0.725
H 3.430 -0.198 -2.732
C 3.345 -0.443 -1.639
C 0.362 -0.661 0.634
C -1.408 -1.803 -3.600
C 2.916 1.813 -1.046
C 3.809 0.303 0.670
S 0.311 0.521 3.274
H -1.358 -4.269 -1.159
O -2.627 -0.568 1.891
C -1.232 -2.463 -2.195
N 2.536 -1.478 -1.435
N 0.378 4.728 2.982
C 3.108 2.393 1.341
H -4.063 -3.598 -5.644
C -2.609 -4.202 -2.932
C -3.544 -1.275 2.450
O 1.003 -1.494 1.012
C 0.151 4.025 1.748
F 3.118 3.375 2.075
C -2.408 -2.347 -4.154
H -1.812 0.832 -0.551
O -4.061 -4.071 -4.682
H 0.105 1.479 -1.084
C 3.468 0.717 -0.726
C 2.885 2.792 0.041
H 2.663 3.780 -0.159
C 1.269 -1.080 -2.001
C 0.022 1.834 0.872
H 2.759 2.014 -1.975
C -0.070 -1.985 -1.447
N -0.137 2.216 -0.393
H -4.587 -3.031 2.311
H -3.658 -0.861 3.616
C 0.097 2.647 1.997
C -3.081 -3.612 -3.922
H 0.601 5.775 2.853
O 0.173 4.547 0.557
H -3.221 -5.130 -2.510
H -3.685 -2.771 -0.322
H 2.405 -1.942 -0.675
*
```

Results of the natural (NBO) charge analysis, in e, for atoms 1 through 6: atom 1 (C): -0.31, atom 2 (H): 0.22, atom 3 (C): -0.35, atom 4 (N): -0.56, atom 5 (H): 0.14, atom 6 (H): 0.21